Entry w
Entry from the Open Molecules 2025 dataset: C6H8BrN in the gas phase (ωB97M-V with the def2-TZVPD basis set).

- LUMO (alpha / beta): -0.31 / 0.49 eV
- Multiplicity: 1
- Total charge: 0
- Frontier orbital gap (alpha / beta): 6.939 / 8.161 eV

Last columns: bonded neighbours and bond lengths (Å).
Element x y z (Å)
1 C -1.660 -1.917 -0.813  N7 1.218, H9 1.059
2 C 0.071 -0.094 0.246  C3 1.383, C4 1.531, C5 1.450
3 C 1.335 0.460 0.338  C2 1.383, C6 1.562, H10 1.056
4 C -0.283 -1.420 0.924  C2 1.531, N7 1.424, H11 1.091, H12 1.204
5 C -0.961 0.635 -0.467  C2 1.450, Br8 1.963, H13 1.055
6 C 1.694 1.844 -0.289  C3 1.562, H14 1.093, H15 1.093, H16 1.132
7 N -1.043 -2.341 0.148  C1 1.218, C4 1.424
8 Br -2.767 0.687 0.302  C5 1.963
9 H -2.481 -2.090 -1.458  C1 1.059
10 H 2.274 0.060 0.609  C3 1.056
11 H 0.587 -2.009 1.222  C4 1.091
12 H -1.039 -1.495 1.858  C4 1.204
13 H -0.956 1.321 -1.269  C5 1.055
14 H 0.900 2.548 -0.031  C6 1.093
15 H 1.620 1.580 -1.347  C6 1.093
16 H 2.710 2.232 0.027  C6 1.132

---

Entry x
Entry from the Open Molecules 2025 dataset: C6H8BrN in the gas phase (ωB97M-V with the def2-TZVPD basis set).

- LUMO: 0.81 eV
- Multiplicity: 1
- Total charge: 0
- SMILES: Cc1c(Br)ccn1C
- Frontier orbital gap: 8.696 eV

Last columns: bonded neighbours and bond lengths (Å).
Element x y z (Å)
1 C -1.833 -1.846 0.043  C2 1.382, C3 1.386, H9 1.083
2 C -0.458 -1.820 0.177  C1 1.382, N7 1.335, H10 1.159
3 C -2.199 -0.516 -0.083  C1 1.386, C4 1.440, Br8 1.960
4 C -0.991 0.265 -0.023  C3 1.440, C5 1.456, N7 1.375
5 C -0.805 1.704 0.085  C4 1.456, H11 1.082, H12 1.112, H13 1.169
6 C 1.491 -0.350 -0.050  N7 1.442, H14 1.034, H15 1.136, H16 1.115
7 N 0.073 -0.604 0.031  C2 1.335, C4 1.375, C6 1.442
8 Br -4.031 0.161 0.078  C3 1.960
9 H -2.504 -2.695 0.016  C1 1.083
10 H 0.080 -2.833 0.012  C2 1.159
11 H -1.421 2.160 -0.680  C5 1.082
12 H -0.918 1.869 1.179  C5 1.112
13 H 0.294 1.952 -0.228  C5 1.169
14 H 1.981 -1.259 -0.101  C6 1.034
15 H 1.629 0.289 -0.979  C6 1.136
16 H 1.818 0.311 0.787  C6 1.115

---

Stability, highest: entry x